{
  "formula": "C47H60BN8O3S2Ti",
  "method": "ωB97M-V/def2-TZVPD",
  "lumo_energy_ev": [-2.6, -5.4],
  "gap_ha": [0.209, 0.193],
  "charge": 1,
  "total_energy_ha": -4161.33996,
  "e_above_lowest_kj_mol": 209.9,
  "e_homo_ev": [-8.31, -10.60],
  "spin_multiplicity": 3,
  "elements": ["Ti", "S", "S", "O", "O", "O", "N", "N", "N", "N", "N", "N", "N", "N", "C", "C", "C", "C", "C", "C", "C", "C", "C", "C", "C", "C", "C", "C", "C", "C", "C", "C", "C", "C", "C", "C", "C", "C", "C", "C", "C", "C", "C", "C", "C", "C", "C", "C", "C", "C", "C", "C", "C", "C", "C", "C", "C", "C", "C", "C", "C", "B", "H", "H", "H", "H", "H", "H", "H", "H", "H", "H", "H", "H", "H", "H", "H", "H", "H", "H", "H", "H", "H", "H", "H", "H", "H", "H", "H", "H", "H", "H", "H", "H", "H", "H", "H", "H", "H", "H", "H", "H", "H", "H", "H", "H", "H", "H", "H", "H", "H", "H", "H", "H", "H", "H", "H", "H", "H", "H", "H", "H"],
  "xyz": [[-0.021580, -0.290891, 0.242200], [2.943427, -3.136816, 4.640919], [2.637059, 2.053860, -5.947968], [-0.420483, -1.756775, 1.210007], [0.873436, 1.753431, 1.112423], [0.407803, -2.132906, 0.138743], [1.397169, 0.248049, -1.307787], [2.068977, -0.533262, 1.154735], [-1.390557, -1.080022, -1.261867], [-1.130027, 1.629178, -0.607141], [-2.687766, 0.165811, 1.527749], [-2.494347, 1.530478, -0.586968], [-2.706537, -0.914899, -0.899947], [-1.396321, 0.441859, 1.940806], [3.366288, 1.303787, -3.051319], [4.695820, -0.588741, 2.062283], [3.719186, 0.952039, -1.759003], [-5.374004, -3.305375, -1.039830], [4.408402, 0.004334, 0.827042], [5.064741, 1.058302, -1.252586], [-5.024629, -1.861985, 2.204581], [-2.735522, 0.365773, 3.720521], [-5.098164, 3.313438, 0.186840], [0.505067, 3.489001, -1.298382], [-1.342006, -2.109529, -2.118625], [-6.045303, 0.454255, 2.199460], [0.610266, 4.135489, -2.686744], [3.861798, -3.309684, 6.067461], [1.066455, 0.590233, -2.512122], [-4.918003, -0.432377, 2.726687], [1.535766, 1.445008, -4.728639], [-3.499241, 0.077352, 2.614503], [0.126902, 1.848672, -6.560688], [3.947170, -1.860049, 4.071591], [2.738521, 0.405495, -0.910441], [1.226432, -2.849113, -2.265950], [5.395922, 0.594057, -0.026566], [0.192812, 1.414865, -5.262291], [2.377378, -1.135663, 2.270059], [0.990697, 1.359513, 3.911428], [4.898831, -2.428604, 6.112930], [-0.188314, -2.791572, -2.839400], [3.071385, -0.028248, 0.381057], [-3.059754, 2.644709, -1.083139], [-2.638486, -2.554007, -2.361156], [-0.313083, 0.672414, 4.294891], [-0.057230, -0.698134, 4.941890], [-4.526186, 2.960965, -1.188509], [-2.037880, 3.506598, -1.420812], [-4.975973, -1.912745, -1.541655], [3.694527, -1.199576, 2.789400], [1.979335, 1.109778, -3.476052], [1.367547, 2.224002, -7.080368], [0.726279, 4.585485, -0.245543], [-5.567176, -1.684218, -2.936633], [-0.847984, 2.843658, -1.115485], [-3.478134, -1.785572, -1.580595], [-5.367408, 1.918186, -1.931331], [-1.427482, 0.541139, 3.272751], [-0.132285, -2.304716, -4.295073], [4.949368, -1.595953, 4.965596], [-3.124799, 0.259256, 0.027067], [-0.006510, 5.035413, -2.738274], [1.251677, -3.125700, -1.215109], [3.591306, -4.057482, 6.798676], [-5.379681, -1.152168, -0.877221], [-5.212879, -2.447604, -3.633288], [1.730287, 5.008588, -0.337419], [1.549449, -1.577807, 2.804505], [0.547523, -2.932655, -4.875158], [5.720077, -0.603903, 2.417067], [0.210273, -1.448688, 4.198552], [5.818986, 1.497034, -1.896157], [-6.171698, 3.507724, 0.120066], [-4.612356, 4.201991, 0.594139], [-5.296119, -0.708742, -3.340676], [1.610006, 1.444937, 4.807107], [1.774458, -1.916331, -2.400329], [0.250487, -1.281087, -4.347430], [-0.764583, 1.298607, 5.068535], [-5.062194, -0.480944, 3.807118], [-4.550644, 3.870077, -1.792765], [-0.786543, 1.902021, -7.137169], [-1.112567, -2.324593, -4.772757], [-6.250644, 2.394794, -2.362069], [0.821690, 2.374474, 3.538948], [0.275308, 3.466863, -3.479622], [1.665731, 2.254460, 1.314292], [0.596420, 4.228806, 0.777138], [-0.950857, -1.062465, 5.448447], [-0.528779, -3.828094, -2.873688], [-7.002936, 0.035868, 2.518280], [-6.058389, 0.507908, 1.111098], [0.107685, 2.208623, 1.481579], [-3.069747, 0.371657, 4.747687], [0.018776, 0.465934, -2.764803], [-6.657252, -1.748697, -2.896628], [1.772405, -3.610289, -2.828723], [-5.033839, -1.870865, 1.122517], [5.685440, -0.815839, 4.822341], [-4.908360, -3.548321, -0.085127], [-4.800185, 1.461730, -2.745937], [1.570748, 2.592756, -8.075558], [-5.951932, -2.324539, 2.550987], [-0.665244, 1.102989, -4.682266], [1.285818, 2.743540, -1.192258], [-5.064412, -4.065086, -1.761799], [-2.923469, -3.362096, -3.018057], [4.099097, 1.720381, -3.730353], [-4.943193, 2.493452, 0.888665], [1.642020, 4.431851, -2.896158], [0.753302, -0.635691, 5.673238], [6.420335, 0.648981, 0.323122], [0.009262, 5.396195, -0.392014], [1.559576, 0.801432, 3.167033], [-4.186513, -2.476965, 2.540251], [-2.150807, 4.494626, -1.842156], [5.598660, -2.372505, 6.935807], [-6.458422, -3.373539, -0.926585], [-5.714276, 1.121035, -1.273522], [-4.303915, 0.338173, 0.020974], [-5.976861, 1.468741, 2.595403]],
  "forces_ev_per_angstrom": [[0.0, -0.2, 0.8], [0.0, -0.1, 0.0], [0.1, 0.0, 0.0], [0.3, 0.2, -0.2], [-0.3, -0.1, -0.4], [-0.2, 0.3, 0.5], [0.2, 0.1, 0.0], [0.1, 0.0, -0.3], [-0.3, 0.0, 0.4], [-0.2, 0.1, -0.2], [0.0, -0.1, 0.1], [0.1, 0.0, 0.1], [-0.1, 0.1, -0.1], [-0.2, -0.1, -0.4], [-0.2, 0.0, 0.0], [0.1, 0.0, 0.0], [0.1, -0.1, -0.1], [0.0, -0.1, 0.0], [0.0, 0.0, 0.1], [0.0, 0.0, 0.0], [0.0, -0.1, 0.1], [0.0, -0.2, 0.1], [0.0, 0.0, 0.0], [-0.1, 0.1, 0.0], [0.1, -0.2, -0.1], [0.0, 0.0, 0.0], [0.0, 0.0, 0.0], [0.0, 0.0, 0.1], [-0.1, 0.0, -0.1], [0.0, 0.1, 0.0], [-0.1, 0.1, -0.2], [0.1, 0.1, -0.1], [0.0, 0.0, -0.1], [0.0, 0.1, 0.0], [-0.1, 0.0, 0.2], [0.2, -0.1, -0.1], [0.0, 0.0, 0.0], [0.0, -0.1, 0.1], [0.2, -0.1, 0.0], [0.1, 0.0, 0.1], [0.1, 0.0, 0.0], [0.0, 0.1, -0.1], [0.0, 0.0, -0.1], [0.0, 0.1, 0.1], [0.0, -0.1, 0.0], [-0.1, 0.1, -0.1], [0.0, 0.0, 0.0], [0.0, 0.0, 0.0], [0.0, 0.0, -0.2], [0.1, 0.0, 0.0], [-0.1, -0.1, 0.0], [0.3, 0.0, 0.2], [-0.1, 0.0, -0.1], [0.0, 0.0, 0.0], [0.0, 0.0, 0.0], [0.0, 0.1, 0.1], [0.1, 0.0, -0.1], [0.0, 0.0, 0.0], [0.1, 0.0, 0.2], [0.0, 0.1, 0.0], [0.0, 0.0, 0.1], [-0.1, 0.1, -0.1], [0.0, 0.0, 0.0], [0.1, -0.1, -0.4], [0.0, 0.1, -0.1], [0.0, 0.0, 0.1], [0.0, 0.0, 0.0], [0.0, 0.0, 0.0], [0.0, 0.0, 0.1], [0.0, 0.0, 0.0], [0.0, 0.0, 0.0], [0.0, 0.0, 0.0], [0.0, 0.0, 0.0], [0.1, 0.0, 0.0], [0.0, 0.0, 0.0], [0.0, 0.0, 0.0], [0.0, 0.0, 0.0], [0.0, 0.0, 0.0], [0.0, 0.0, 0.0], [0.0, 0.0, 0.1], [0.0, 0.0, 0.1], [0.0, 0.0, 0.0], [0.1, 0.0, 0.0], [0.0, 0.0, 0.0], [0.0, 0.0, 0.0], [0.0, -0.1, 0.1], [0.0, 0.0, 0.0], [0.1, 0.0, 0.1], [0.0, 0.0, 0.0], [0.0, 0.0, 0.0], [0.0, -0.1, 0.0], [0.0, 0.0, 0.0], [0.0, 0.0, 0.0], [0.0, 0.0, 0.0], [0.0, 0.0, -0.1], [0.0, 0.0, 0.0], [0.1, 0.0, 0.0], [0.0, 0.0, 0.0], [0.0, 0.0, -0.2], [0.0, 0.0, 0.0], [0.0, 0.0, 0.0], [0.0, 0.0, 0.0], [0.0, 0.0, 0.1], [0.0, 0.0, 0.0], [0.1, 0.0, 0.0], [0.1, -0.1, 0.0], [0.0, 0.0, 0.0], [0.0, 0.1, 0.0], [0.0, 0.0, 0.0], [0.0, 0.1, 0.0], [-0.1, 0.0, 0.0], [-0.1, 0.0, 0.0], [0.0, 0.0, 0.0], [0.0, 0.0, 0.0], [-0.2, 0.2, 0.2], [0.0, 0.0, 0.0], [0.0, -0.1, 0.0], [0.0, 0.0, -0.1], [0.1, 0.0, 0.0], [0.0, 0.0, 0.0], [0.0, 0.0, 0.0], [0.0, 0.0, 0.0]],
  "lowdin_spin": [-0.004, 0.005, 0.070, 0.003, 0.004, 0.006, 0.087, 0.056, 0.000, 0.001, 0.000, 0.000, 0.000, 0.000, 0.336, -0.026, 0.028, 0.000, 0.064, 0.049, 0.000, 0.000, 0.000, 0.001, 0.000, 0.000, 0.004, 0.022, 0.056, 0.000, 0.168, 0.000, 0.049, 0.000, 0.167, 0.000, -0.031, 0.218, -0.008, -0.001, 0.001, 0.000, 0.007, 0.000, 0.000, 0.000, 0.000, 0.000, 0.000, 0.000, 0.067, 0.184, 0.352, 0.001, 0.000, 0.000, 0.000, 0.000, 0.000, 0.001, 0.022, 0.000, 0.000, 0.000, 0.001, 0.000, 0.000, 0.000, -0.001, 0.000, -0.002, 0.000, 0.002, 0.000, 0.000, 0.000, 0.000, 0.000, 0.002, 0.000, 0.000, 0.000, -0.003, 0.000, 0.000, 0.000, 0.003, 0.000, 0.000, 0.000, 0.000, 0.000, 0.000, 0.000, 0.000, -0.001, 0.000, 0.000, 0.000, 0.001, 0.000, 0.000, 0.016, 0.000, 0.009, 0.001, 0.000, 0.000, 0.020, 0.000, 0.001, 0.000, -0.003, 0.000, 0.000, 0.000, 0.000, 0.000, 0.000, 0.000, 0.000, 0.000]
}